This record from the OMol25 dataset describes C69H57BN4OP3SiV as an isolated structure at a distorted geometry. The level of theory is ωB97M-V with the def2-TZVPD basis set.

As for the spin multiplicity: 4. Its largest force on an atom is 0.0614 Eh/bohr. The net charge is -1. As for the total energy: -5240.03125 hartree.

Last column: Löwdin charge in e.
Positions of all 137 atoms, in Å:
V 0.253 0.381 -0.143  0.554
C 5.105 3.659 -4.562  -0.097
C 3.782 3.916 -4.877  -0.084
C 2.765 3.398 -4.098  -0.105
C 3.052 2.601 -2.991  -0.323
C 4.384 2.325 -2.701  -0.082
C 5.403 2.861 -3.471  -0.085
P 1.739 1.769 -1.965  1.205
C 0.823 1.178 -3.444  -0.350
C 1.147 -0.143 -3.752  -0.080
C 0.701 -0.725 -4.925  -0.059
C -0.060 0.010 -5.819  -0.107
C -0.420 1.310 -5.502  -0.096
C 0.014 1.892 -4.322  -0.108
C 0.845 3.223 -1.154  -0.324
C 1.127 4.635 -1.516  -0.062
C 0.568 5.701 -0.917  -0.100
C -0.406 5.740 0.154  -0.086
C -0.968 4.692 0.776  -0.049
C -0.633 3.296 0.465  -0.252
Si -1.148 1.747 1.480  0.902
C 0.052 1.826 2.975  -0.223
C -0.269 1.079 4.189  -0.086
C 0.575 0.451 5.038  -0.113
C 1.984 0.174 4.863  -0.122
C 2.559 -0.059 3.674  -0.091
C 1.697 -0.053 2.463  -0.328
P 1.977 -0.976 0.784  0.970
C 3.785 -0.771 0.842  -0.314
C 4.307 0.517 0.810  -0.097
C 5.669 0.718 0.937  -0.093
C 6.514 -0.367 1.112  -0.102
C 5.999 -1.654 1.138  -0.079
C 4.640 -1.857 0.991  -0.085
C 1.613 -2.599 1.541  -0.322
C 0.593 -3.338 0.954  -0.108
C 0.163 -4.524 1.516  -0.083
C 0.764 -4.995 2.671  -0.103
C 1.793 -4.273 3.254  -0.085
C 2.209 -3.074 2.703  -0.083
C -2.804 1.374 2.331  -0.275
C -3.515 2.376 2.972  -0.095
C -4.512 2.068 3.880  -0.085
C -4.783 0.742 4.176  -0.080
C -4.097 -0.266 3.522  -0.096
C -3.120 0.040 2.579  -0.381
P -2.188 -1.240 1.634  1.155
C -3.471 -1.771 0.430  -0.330
C -3.012 -2.763 -0.602  -0.144
C -4.700 -2.490 -2.455  -0.168
C -5.773 -2.394 -1.529  -0.056
C -5.832 -1.892 -0.267  -0.076
C -4.768 -1.433 0.564  -0.094
C -2.337 -2.625 2.843  -0.356
C -1.475 -2.590 3.936  -0.094
C -1.475 -3.612 4.865  -0.088
C -2.323 -4.697 4.706  -0.103
C -3.177 -4.746 3.617  -0.090
C -3.184 -3.718 2.692  -0.090
H 5.896 4.069 -5.175  0.097
H 3.538 4.509 -5.749  0.100
H 1.740 3.590 -4.376  0.091
H 4.618 1.661 -1.881  0.087
H 6.434 2.644 -3.233  0.101
H 1.779 -0.707 -3.074  0.075
H 0.970 -1.748 -5.144  0.107
H -0.386 -0.428 -6.753  0.100
H -1.047 1.873 -6.181  0.105
H -0.296 2.899 -4.091  0.094
H 1.859 4.807 -2.295  0.095
H 0.890 6.677 -1.261  0.103
H -0.688 6.739 0.466  0.099
H -1.677 4.861 1.576  0.101
H -1.317 1.096 4.462  0.098
H 0.169 0.110 5.985  0.096
H 2.569 0.102 5.774  0.096
H 3.629 -0.196 3.590  0.108
H 3.636 1.359 0.678  0.093
H 6.074 1.722 0.911  0.100
H 7.578 -0.212 1.222  0.093
H 6.657 -2.502 1.274  0.101
H 4.233 -2.858 0.975  0.107
H 0.150 -2.956 0.044  0.078
H -0.643 -5.083 1.062  0.104
H 0.421 -5.915 3.123  0.099
H 2.271 -4.647 4.150  0.099
H 2.991 -2.504 3.186  0.097
H -3.267 3.409 2.783  0.093
H -5.053 2.859 4.382  0.098
H -5.531 0.494 4.917  0.100
H -4.300 -1.300 3.765  0.107
H -1.951 -2.959 -0.451  0.089
H -2.729 -3.205 -2.672  0.162
H -6.734 -2.654 -1.964  0.103
H -6.823 -1.793 0.165  0.097
H -5.073 -0.796 1.387  0.091
H -0.805 -1.749 4.053  0.087
H -0.803 -3.570 5.711  0.104
H -2.320 -5.503 5.427  0.096
H -3.844 -5.588 3.489  0.098
H -3.867 -3.760 1.857  0.092
C -1.661 3.716 -1.917  0.001
C -0.694 2.933 -1.040  -0.416
N -0.843 1.515 -1.104  -0.215
N -1.743 1.009 -1.903  0.102
C -1.818 -0.311 -1.693  -0.419
O -1.057 -0.799 -0.778  -0.244
C -2.662 -1.107 -2.548  -0.051
C -2.709 -0.757 -3.874  -0.030
C -3.257 -1.488 -4.943  -0.073
C -4.252 -2.434 -4.899  -0.098
C -5.037 -2.720 -3.771  -0.065
C -3.235 -2.421 -2.084  -0.190
C 0.936 3.033 0.401  -0.391
C 1.755 3.994 1.178  -0.006
C 1.876 3.788 2.485  -0.010
C 1.412 2.542 3.080  -0.125
C 1.315 1.381 2.145  -0.417
N 1.170 1.671 0.781  -0.195
H -2.182 3.018 -2.567  0.066
H -1.138 4.467 -2.505  0.075
H -2.395 4.228 -1.300  0.085
H -2.163 0.134 -4.151  0.085
H -2.896 -1.214 -5.928  0.094
H -4.591 -2.850 -5.843  0.094
H -6.047 -3.068 -3.975  0.106
H -3.560 -3.698 -0.435  0.130
H 2.235 4.820 0.680  0.109
H 2.469 4.439 3.112  0.106
H 1.835 2.371 4.063  0.131
H 0.745 -0.549 2.754  0.092
B 3.789 -3.340 -2.812  -0.431
C 2.940 -2.639 -1.739  -0.171
N 2.350 -2.078 -0.909  0.018
H 4.783 -2.663 -2.908  0.006
H 4.041 -4.438 -2.390  -0.001
H 3.181 -3.390 -3.847  -0.008